[1]
Computed, not measured: 2 unconnected molecules or ions with the total composition C2H6N3S2 in a non-equilibrium geometry, with the ωB97M-V functional and the def2-TZVPD basis.

XYZ file:
```
13
Properties=species:S:1:pos:R:3:lowdin_charge:R:1
C -0.447 -1.087 -1.191 0.40
C 1.496 1.551 0.794 -1.18
N 0.464 0.854 0.950 -0.03
N -1.621 -1.537 -1.348 -0.07
N -2.579 -1.828 -0.418 0.13
S 2.452 2.370 1.914 0.80
S 2.419 1.373 -0.850 0.68
H 0.296 0.170 0.106 -0.03
H -1.947 -1.768 -2.375 0.26
H -3.352 -2.504 -0.671 0.18
H -2.179 -2.024 0.419 0.08
H 1.533 2.409 2.993 -0.04
H 3.465 2.021 -0.324 -0.17
```

Properties
- Total charge: +1
- ΔE to the lowest compared entry with this formula, charge and spin: 725.0 kJ/mol
- E_tot: -28298.0992 eV
- Max |F|: 3.67 eV/Å
- Lowest unoccupied orbital energy (spin up / spin down): -7.97 / -8.02 eV
- Orbital gap (spin up / spin down): 4.692 / 4.649 eV

---

[2]
Computed, not measured: a gas-phase ion, C5H9N4O2S (charge +1) in a non-equilibrium geometry, with the ωB97M-V functional and the def2-TZVPD basis.

XYZ file:
```
21
Properties=species:S:1:pos:R:3:lowdin_charge:R:1
C -2.961 -1.149 -0.454 -0.40
S -1.542 -0.470 -1.344 0.84
C -0.071 0.079 0.084 -0.38
N -1.140 0.674 0.904 -0.40
O -1.710 -0.016 1.699 0.09
O -1.332 1.918 0.676 0.03
C 0.480 -1.061 0.684 -0.09
N 1.767 -1.285 0.742 0.08
C 2.703 -0.509 0.167 -0.07
N 2.268 0.655 -0.432 0.15
C 0.989 1.021 -0.496 -0.24
N 0.634 2.163 -1.026 0.23
H -3.265 -0.321 0.173 0.02
H -2.609 -1.820 0.340 0.04
H -3.694 -1.637 -1.128 0.07
H -0.137 -1.824 1.335 0.19
H 2.105 -2.163 1.216 0.22
H 3.746 -0.527 0.338 0.13
H 2.966 1.332 -0.879 0.23
H 1.205 2.744 -1.589 0.14
H -0.401 2.196 -1.013 0.12
```

Properties
- Total charge: +1
- ΔE to the lowest compared entry with this formula, charge and spin: 529.8 kJ/mol
- E_tot: -26209.2874 eV
- Max |F|: 4.40 eV/Å
- Lowest unoccupied orbital energy (spin up / spin down): -4.18 / -4.18 eV
- Orbital gap (spin up / spin down): 7.227 / 7.227 eV

---

[3]
Computed, not measured: a gas-phase ion, C8H16N4 (charge +2) in a non-equilibrium geometry, with the ωB97M-V functional and the def2-TZVPD basis.

XYZ file:
```
28
Properties=species:S:1:pos:R:3:lowdin_charge:R:1
C 1.548 -0.739 -3.489 -0.09
C 0.240 -0.782 -2.877 -0.28
N -0.044 0.086 -1.748 0.07
C 0.350 -0.209 -0.484 -0.22
N 1.217 -1.418 -0.345 0.26
C -0.093 0.465 0.599 -0.18
N -0.736 1.680 0.282 0.08
C -1.022 2.428 1.266 -0.03
C -0.464 1.846 2.594 -0.05
C 0.043 0.387 2.218 -0.16
C -0.949 -0.439 2.842 0.00
N -1.999 -0.621 2.126 0.27
H 1.892 0.328 -3.413 0.12
H 2.224 -1.563 -3.440 0.07
H 1.413 -0.870 -4.694 0.17
H -0.009 -1.797 -2.477 0.13
H -0.662 -0.617 -3.444 0.14
H -0.306 0.966 -1.932 0.10
H 1.619 -1.562 -1.371 0.18
H 0.675 -2.269 -0.172 0.18
H 2.058 -1.242 0.319 0.23
H -1.344 3.468 1.108 0.15
H 0.302 2.450 3.013 0.12
H -1.229 1.790 3.433 0.15
H 1.007 0.293 2.584 0.12
H -1.030 -0.797 3.911 0.20
H -2.763 -1.067 2.431 0.11
H -1.941 -0.196 1.162 0.16
```

Properties
- Total charge: +2
- ΔE to the lowest compared entry with this formula, charge and spin: 231.2 kJ/mol
- E_tot: -14496.2502 eV
- Max |F|: 5.74 eV/Å
- Lowest unoccupied orbital energy: -7.78 eV
- Orbital gap: 7.928 eV

---

[4]
Computed, not measured: 2 unconnected molecules or ions with the total composition C3H12N2O in a non-equilibrium geometry, with the ωB97M-V functional and the def2-TZVPD basis.

XYZ file:
```
18
Properties=species:S:1:pos:R:3:lowdin_charge:R:1
C 0.132 1.190 -1.759 -0.10
C -1.375 0.871 -2.097 -0.27
O -1.756 1.587 -3.360 -0.12
H 0.494 2.241 -1.772 0.07
H 0.389 0.606 -0.773 0.07
H 0.698 0.547 -2.553 0.08
H -1.938 1.455 -1.338 0.10
H -1.800 -0.196 -2.093 0.13
H -1.669 0.955 -4.054 0.04
N -0.278 -1.001 2.074 -0.05
C 1.131 -0.722 2.192 -0.40
N 2.119 -1.695 2.848 0.00
H -0.362 -1.974 1.647 0.09
H -0.530 -1.043 3.119 0.09
H 1.443 -0.528 1.147 0.08
H 1.189 0.249 2.664 0.10
H 1.888 -1.543 3.856 0.07
H 2.033 -2.631 2.562 0.02
```

Properties
- ΔE to the lowest compared entry with this formula, charge and spin: 167.5 kJ/mol
- E_tot: -8331.5864 eV
- Max |F|: 4.43 eV/Å
- Lowest unoccupied orbital energy: 0.88 eV
- Orbital gap: 10.345 eV

---

[5]
Computed, not measured: 2 unconnected molecules or ions with the total composition C4H11NO2S in a non-equilibrium geometry, with the ωB97M-V functional and the def2-TZVPD basis.

XYZ file:
```
19
Properties=species:S:1:pos:R:3:lowdin_charge:R:1
N 1.222 -1.157 2.064 0.16
C 0.101 -1.322 1.290 -0.55
O -0.998 -0.969 1.693 0.04
C 0.324 -1.952 -0.060 -0.13
C 0.722 -0.911 -1.116 -0.25
C -0.444 0.053 -1.418 -0.56
S 0.068 1.724 -1.887 0.70
H 1.062 -0.618 2.900 0.11
H 2.148 -1.175 1.667 0.10
H 1.140 -2.687 0.041 0.12
H -0.542 -2.528 -0.365 0.12
H 1.591 -0.354 -0.778 0.09
H 0.963 -1.438 -2.030 0.10
H -1.026 -0.303 -2.269 0.07
H -1.086 0.109 -0.547 0.05
H 0.742 2.064 -0.784 -0.15
O -2.003 4.117 0.261 -0.07
H -1.251 3.782 0.762 0.02
H -2.733 3.563 0.576 0.04
```

Properties
- ΔE to the lowest compared entry with this formula, charge and spin: 13.1 kJ/mol
- E_tot: -20747.1674 eV
- Max |F|: 1.06 eV/Å
- Lowest unoccupied orbital energy: 0.57 eV
- Orbital gap: 9.545 eV

---

[6]
Computed, not measured: a molecular structure, C16H25ClOSV in a non-equilibrium geometry, with the ωB97M-V functional and the def2-TZVPD basis.

XYZ file:
```
45
Properties=species:S:1:pos:R:3:lowdin_charge:R:1
C 2.619 1.817 -1.971 -0.84
C 2.227 3.284 -1.743 -0.10
C 4.072 1.522 -1.530 -0.09
C 2.329 1.310 -3.395 -0.10
Cl 1.473 0.851 -0.889 0.69
H 4.876 2.043 -2.102 0.12
H 4.226 0.436 -1.596 0.08
H 4.153 1.787 -0.468 0.08
H 2.774 4.032 -2.314 0.11
H 2.341 3.479 -0.683 0.07
H 1.172 3.351 -1.967 0.07
H 2.894 1.774 -4.206 0.11
H 1.268 1.457 -3.555 0.07
H 2.505 0.237 -3.391 0.07
C -0.967 -0.646 3.025 -0.12
C 0.394 -1.113 3.174 -0.10
C 1.248 -0.064 2.765 -0.06
H 0.683 -2.028 3.651 0.14
C 0.464 1.054 2.402 -0.07
C -0.904 0.712 2.554 -0.10
H -1.760 1.398 2.471 0.12
H -1.873 -1.204 3.257 0.13
H 2.324 -0.114 2.745 0.14
H 0.824 1.993 2.025 0.13
C -1.326 -2.527 0.011 -0.10
C -0.745 -2.947 1.258 -0.11
C 0.690 -2.967 1.054 -0.10
H -1.279 -3.229 2.149 0.13
C 0.963 -2.609 -0.282 -0.07
C -0.271 -2.318 -0.937 -0.06
H -0.393 -1.987 -1.965 0.14
H -2.390 -2.419 -0.163 0.12
H 1.445 -3.269 1.792 0.15
H 1.953 -2.532 -0.721 0.14
V -0.151 -0.833 0.948 0.81
C -3.834 0.593 -1.374 -0.20
S -3.155 0.689 0.291 0.99
C -4.165 -0.555 1.069 -0.21
O -1.731 0.094 0.003 -0.64
H -4.886 0.936 -1.315 0.09
H -3.746 -0.452 -1.756 0.09
H -3.186 1.282 -1.957 0.08
H -4.521 -1.255 0.311 0.07
H -3.629 -1.066 1.855 0.05
H -5.006 0.000 1.471 0.08
```

Properties
- Total charge: +2
- ΔE to the lowest compared entry with this formula, charge and spin: 37.3 kJ/mol
- E_tot: -68074.3056 eV
- Max |F|: 2.94 eV/Å
- Expectation value of S²: 0.844
- Lowest unoccupied orbital energy (spin up / spin down): -8.10 / -7.49 eV
- Spin multiplicity: 2
- Orbital gap (spin up / spin down): 8.211 / 8.612 eV